Entry 1:
Density functional theory data (ωB97M-V/def2-TZVPD) for a 10-piece molecular cluster, C42H60BFN10O3S overall at a distorted geometry.

Each line ends with the Mulliken charge.
Cartesian coordinates (Å):
H (-2.14, 0.58, 1.06)  0.298
N (6.31, 1.02, 2.98)  0.258
H (3.79, -0.75, 0.29)  0.239
H (-5.49, 1.97, -1.12)  0.491
C (1.93, 8.04, -2.20)  -0.173
C (-2.54, -10.16, -0.74)  -0.252
C (-7.73, 1.94, -4.92)  -0.282
H (0.37, -9.30, 0.20)  0.187
H (-9.74, 1.73, -3.94)  0.411
N (-8.13, 0.36, -6.42)  0.004
C (2.47, 6.46, 1.26)  -0.177
H (2.44, -0.73, -2.06)  0.467
H (-3.59, -0.19, -2.10)  0.060
C (6.99, 1.19, -1.58)  -0.477
H (-6.24, 1.35, -6.47)  0.397
H (-2.69, 2.01, -2.00)  0.380
H (-7.71, -1.05, -1.40)  0.400
H (2.81, 7.39, 3.27)  0.387
C (1.79, -0.70, 1.17)  -1.007
H (-2.86, -5.59, -2.71)  0.440
H (3.91, 3.67, 1.71)  0.130
H (-3.60, -10.03, -0.92)  0.415
B (-3.70, -0.34, 0.63)  0.086
C (2.13, 8.78, -3.33)  -0.645
C (-3.46, 2.48, -1.40)  -1.596
H (-5.37, -1.65, -1.81)  0.289
H (-4.65, -7.19, -1.44)  0.489
C (5.99, -1.70, 6.22)  -0.259
N (6.74, 0.07, -0.83)  0.056
H (-3.89, 3.33, -1.92)  0.331
C (2.93, 6.56, 2.60)  -0.848
H (3.92, 0.69, 6.95)  0.358
H (3.30, 7.30, -0.77)  0.170
H (-4.17, -2.30, -0.15)  0.273
C (-6.97, -0.25, -1.34)  -1.173
N (5.37, -0.51, 5.96)  0.168
H (6.72, -2.11, 5.55)  0.332
C (6.20, 2.28, 3.51)  -0.378
F (-6.12, 2.59, 0.84)  -0.246
H (-1.88, -8.21, 0.12)  0.271
O (-4.51, 2.16, 2.58)  -0.613
S (-5.30, 1.51, 1.58)  1.137
C (-4.55, 1.44, -1.02)  0.339
N (3.15, 7.82, -1.62)  0.126
C (0.68, -0.69, -0.76)  -0.472
H (5.54, 0.06, 5.15)  0.279
O (-6.21, 0.50, 2.01)  -0.568
H (-1.50, -4.30, -0.77)  0.599
H (7.52, 3.41, 4.83)  0.437
C (-9.26, 0.45, -5.64)  -0.563
H (-2.43, -5.09, 1.42)  0.197
H (-6.02, -0.78, -3.16)  0.398
H (-2.12, -12.26, -1.41)  0.383
O (-2.33, -0.31, 0.76)  -0.650
C (-7.20, 1.26, -5.99)  -0.615
H (7.76, -0.55, 3.08)  0.427
H (-0.32, -0.65, 1.10)  0.331
C (-0.48, -11.05, -0.62)  -0.470
C (2.01, -0.71, -1.07)  -0.645
H (-2.98, 2.84, -0.49)  0.409
N (-2.76, -5.42, 0.53)  0.117
C (-9.04, 1.42, -4.70)  -0.409
C (6.40, 1.01, -2.81)  -0.532
C (2.84, 5.23, 0.79)  -0.609
H (-7.41, 0.64, -1.80)  0.221
H (4.03, 9.56, -4.22)  0.390
H (9.08, 1.19, 4.68)  0.463
H (1.91, -0.70, 2.24)  0.461
C (3.57, 5.38, 2.90)  -0.235
H (-10.11, -0.18, -5.82)  0.401
C (7.49, 0.45, 3.39)  -0.760
H (-8.01, -0.27, -7.18)  0.187
H (-5.47, -1.67, 0.91)  0.285
H (5.34, 2.89, 3.30)  0.135
H (0.41, -11.66, -0.64)  0.376
C (-5.73, -0.67, -2.11)  -0.296
N (-4.32, 1.00, 0.39)  0.248
H (5.79, -3.10, 7.89)  0.387
C (-3.00, -5.69, -1.65)  -0.336
H (1.91, 7.21, 0.72)  0.480
H (5.20, -0.72, -3.59)  0.477
H (1.36, 9.12, -4.01)  0.386
C (7.31, 2.51, 4.27)  -0.414
H (-0.19, -0.67, -1.39)  0.412
C (4.13, 8.40, -2.37)  -0.583
C (-4.54, 0.34, -2.07)  -0.963
H (5.70, -1.77, -1.14)  0.471
H (6.42, 1.71, -3.62)  0.410
C (-2.29, -5.02, -0.69)  -0.821
H (4.06, 5.05, 3.80)  0.347
C (6.00, -0.82, -1.56)  -0.565
H (7.56, 2.01, -1.19)  0.427
H (7.05, -0.08, 0.11)  0.200
H (3.97, -1.29, 8.79)  0.392
N (-0.45, -9.77, -0.14)  -0.006
H (-7.24, 2.72, -4.36)  0.475
N (3.51, 4.58, 1.79)  0.123
C (5.50, -2.18, 7.41)  -0.605
C (-1.70, -9.22, -0.21)  -0.285
C (-3.76, -6.34, 0.36)  -0.930
H (2.69, 4.76, -0.17)  0.438
C (3.53, 9.01, -3.44)  -0.400
H (-3.94, -2.25, 1.59)  0.291
H (5.16, 8.34, -2.08)  0.355
C (4.55, -1.23, 7.89)  -0.483
H (5.63, 0.58, 2.38)  0.118
H (1.03, 7.65, -1.75)  0.339
H (-4.58, 0.87, -3.02)  0.600
N (0.55, -0.67, 0.60)  0.204
C (8.13, 1.35, 4.20)  -0.360
C (-4.40, -1.73, 0.75)  -0.814
C (-3.93, -6.53, -0.98)  -0.179
H (-4.26, -6.78, 1.21)  0.406
C (2.72, -0.73, 0.16)  0.140
C (4.50, -0.22, 6.97)  -0.499
C (-1.77, -11.33, -1.00)  -0.601
H (-6.80, -0.07, -0.29)  0.241
C (5.77, -0.27, -2.79)  -0.458

Results
* LUMO: 0.02 eV
* HOMO: -8.1 eV
* molecular weight: 814.89 Da
* orbital gap: 8.169 eV
* SMILES: CCC[C@H](C)N(B(C)O)S(=O)(=O)F.c1cc[nH]c1.c1cc[nH]c1.c1cc[nH]c1.c1cc[nH]c1.c1cc[nH]c1.c1cc[nH]c1.c1cc[nH]c1.c1cc[nH]c1.c1cc[nH]c1
* spin multiplicity: 1



Entry 2:
Density functional theory data (ωB97M-V/def2-TZVPD) for a 4-piece molecular cluster, C2H12NO4 overall at a distorted geometry.

Each line ends with the natural charge from an NBO analysis.
Cartesian coordinates (Å):
H (3.24, 0.22, 1.70)  0.168
H (-0.57, -3.12, 0.70)  0.482
H (-2.19, 2.49, 0.92)  0.503
O (2.36, 1.42, 0.37)  -0.499
H (1.57, -1.58, 0.55)  0.258
H (-1.33, -3.39, -0.56)  0.498
H (-1.00, 3.04, 0.04)  0.503
N (0.27, -0.06, -0.02)  -0.711
O (-0.79, -2.73, -0.15)  -0.970
H (-3.34, -0.21, -1.80)  0.497
H (-0.25, 0.78, 0.27)  0.477
C (1.27, -0.60, 0.92)  -0.338
H (-2.15, -0.87, -2.70)  0.490
O (-2.41, -0.24, -2.00)  -0.983
H (0.85, -0.70, 1.92)  0.248
H (0.79, 0.41, -0.76)  0.444
H (-0.45, -0.70, -0.40)  0.490
O (-1.42, 2.26, 0.43)  -0.979
C (2.40, 0.41, 1.02)  0.421

Results
* LUMO: -2.91 eV
* HOMO: -14.7 eV
* molecular weight: 114.12 Da
* total charge: +1
* orbital gap: 11.743 eV
* spin multiplicity: 1



Entry 3:
Density functional theory data (ωB97M-V/def2-TZVPD) for C13H26HfN5O11 as an isolated structure at a distorted geometry.

Each line ends with the natural charge from an NBO analysis.
Cartesian coordinates (Å):
O (3.99, 18.55, 1.67)  -0.314
H (1.46, 15.54, 1.84)  0.237
H (9.53, 17.36, 1.37)  0.280
C (7.02, 10.73, -2.54)  -0.479
O (8.27, 15.73, -3.04)  -0.852
H (7.70, 14.43, -1.61)  0.201
O (6.18, 16.01, -6.33)  -0.292
O (9.23, 15.48, -5.87)  -0.538
O (7.82, 11.10, -0.32)  -0.380
H (8.86, 13.09, -8.03)  0.275
N (10.27, 17.49, -0.48)  0.549
O (10.26, 17.16, -1.67)  -0.554
H (4.17, 17.34, -5.86)  0.265
O (6.11, 18.79, 1.57)  -0.397
H (4.19, 13.81, -0.97)  0.190
H (5.06, 18.52, -6.90)  0.272
C (5.10, 17.53, -0.15)  -0.495
H (5.67, 13.74, -2.49)  0.232
H (7.56, 14.16, -7.39)  0.255
H (7.42, 11.04, -3.51)  0.220
H (6.60, 15.85, -1.87)  0.175
H (6.23, 11.42, -2.24)  0.224
C (6.31, 14.24, -3.22)  -0.625
H (5.86, 17.98, -0.79)  0.204
N (8.07, 10.67, -1.47)  0.505
H (4.21, 17.64, -0.76)  0.257
H (0.37, 16.77, -0.06)  0.230
N (9.48, 14.60, -6.71)  0.558
H (5.25, 16.47, 0.10)  0.248
C (1.80, 15.38, 0.83)  -0.195
H (5.12, 18.65, -5.09)  0.241
H (8.25, 17.72, 0.15)  0.265
O (7.23, 17.53, -5.32)  -0.507
H (6.83, 13.50, -3.83)  0.208
H (0.99, 16.33, -2.31)  0.216
O (9.16, 10.19, -1.79)  -0.349
H (3.42, 13.89, 1.19)  0.224
C (2.60, 14.96, -1.84)  -0.231
H (8.24, 12.94, -6.33)  0.256
C (8.47, 13.61, -7.16)  -0.478
H (6.69, 9.70, -2.58)  0.259
N (5.07, 18.27, 1.13)  0.501
C (3.27, 14.35, -0.81)  -0.239
H (2.86, 14.87, -2.88)  0.200
O (10.57, 14.44, -7.24)  -0.242
H (8.91, 16.07, 0.20)  0.251
H (5.65, 14.76, -3.91)  0.208
O (11.16, 18.18, 0.10)  -0.209
C (7.23, 15.09, -2.34)  -0.064
C (2.80, 14.46, 0.52)  -0.212
C (1.14, 16.02, -0.22)  -0.199
Hf (9.59, 17.39, -4.10)  2.240
C (1.50, 15.78, -1.53)  -0.214
C (9.13, 17.12, 0.39)  -0.477
C (5.05, 17.98, -5.95)  -0.482
N (6.26, 17.12, -5.88)  0.581

Results
* LUMO (spin up / spin down): -9.54 / -9.92 eV
* HOMO (spin up / spin down): -13.4 / -13.4 eV
* molecular weight: 606.87 Da
* total charge: +2
* orbital gap (spin up / spin down): 3.860 / 3.482 eV
* spin multiplicity: 2



Entry 4:
Density functional theory data (ωB97M-V/def2-TZVPD) for C4H6N4 as an isolated structure at a distorted geometry.

Each line ends with the natural charge from an NBO analysis.
Cartesian coordinates (Å):
N (1.33, -0.92, 0.50)  -0.486
N (-0.31, 0.39, -0.23)  -0.633
H (0.93, 1.04, 1.42)  0.074
H (2.98, 0.46, 0.49)  0.240
N (-1.47, -2.63, -0.93)  -0.253
C (2.08, 0.07, 1.22)  -0.360
N (-2.59, 0.71, -1.35)  -0.660
H (-2.76, -0.39, -1.71)  0.400
C (0.12, -0.85, 0.01)  0.321
C (-0.68, -1.92, -0.49)  0.248
H (-1.12, 2.27, -0.80)  0.175
C (-1.48, 1.10, -0.90)  0.303
H (2.61, -0.45, 2.43)  0.250
H (0.34, 1.11, 0.34)  0.379

Results
* LUMO: -0.35 eV
* HOMO: -9.2 eV
* molecular weight: 110.12 Da
* orbital gap: 8.844 eV
* spin multiplicity: 1



Entry 5:
Density functional theory data (ωB97M-V/def2-TZVPD) for a 7-piece molecular cluster, C19H32Cl6O12 overall at a distorted geometry.

Each line ends with the natural charge from an NBO analysis.
Cartesian coordinates (Å):
H (-2.57, -4.45, -1.36)  0.224
H (-0.80, -1.18, 4.22)  0.242
C (2.08, -4.03, 0.81)  -0.371
H (1.53, 1.20, -3.09)  0.191
H (3.61, 5.36, -2.92)  0.224
C (-2.25, 3.41, 0.47)  0.972
Cl (3.82, -4.25, 1.31)  -0.089
C (-0.23, 0.35, 0.89)  1.004
H (2.72, 4.75, -4.31)  0.230
H (1.77, 0.47, -1.03)  0.184
H (1.67, -1.81, 0.66)  0.215
H (-2.62, -1.30, 4.15)  0.213
O (-0.77, -0.19, -0.04)  -0.701
H (-0.75, 1.57, -2.88)  0.192
O (2.90, -2.95, 4.45)  -0.487
H (-3.67, 0.71, 0.68)  0.191
H (0.52, 1.76, -1.14)  0.184
H (-1.88, 0.15, 4.71)  0.213
O (1.51, -1.36, 3.82)  -0.501
H (1.37, -0.45, -2.57)  0.193
H (-1.67, -2.19, -1.83)  0.220
H (-4.81, 2.69, -1.02)  0.199
O (-0.12, -0.29, -6.45)  -0.577
O (-2.77, 2.49, 1.31)  -0.500
C (1.62, -2.66, 4.21)  0.974
H (3.07, -1.27, 2.42)  0.177
O (-0.63, 0.36, 2.14)  -0.484
C (-3.84, 2.28, -0.74)  -0.093
H (1.45, -4.24, 1.67)  0.245
Cl (-3.81, -2.04, -2.56)  -0.052
O (-1.43, 4.20, 0.81)  -0.561
H (1.90, -4.83, 0.08)  0.221
H (3.02, 0.11, 3.52)  0.210
O (0.71, -3.42, 4.31)  -0.576
C (1.52, 5.02, -2.53)  -0.400
Cl (3.19, 2.96, -2.97)  -0.068
C (2.81, 4.69, -3.23)  -0.376
C (1.88, -2.70, 0.07)  -0.421
C (2.78, -0.95, 3.43)  -0.098
Cl (3.17, -2.32, -1.07)  -0.031
Cl (-1.60, -3.85, 0.69)  -0.056
H (-2.69, 0.24, 2.22)  0.178
C (-2.73, -3.63, -0.66)  -0.387
C (-3.84, 1.78, 0.72)  -0.100
O (1.15, -0.22, -4.61)  -0.487
H (-1.93, -1.27, 1.98)  0.191
C (-1.82, -0.33, 2.54)  -0.069
H (1.27, 6.08, -2.59)  0.231
O (-0.94, 0.48, -4.53)  -0.492
C (-2.61, -2.27, -1.29)  -0.389
C (-0.53, 0.54, -3.15)  -0.102
O (-2.91, 3.37, -0.71)  -0.495
C (-1.74, -0.67, 4.01)  -0.627
C (1.00, 0.27, -3.30)  -0.111
H (-3.75, -3.80, -0.31)  0.221
H (4.63, -1.92, 3.79)  0.208
C (0.01, -0.02, -5.30)  0.968
O (0.89, 1.05, 0.80)  -0.487
H (-4.76, 2.07, 1.24)  0.195
H (0.93, -2.81, -0.46)  0.232
H (-3.52, 1.49, -1.42)  0.195
H (2.10, 2.06, -0.44)  0.221
H (-2.83, -1.51, -0.55)  0.229
Cl (1.50, 4.75, -0.77)  -0.036
H (0.73, 4.45, -3.02)  0.214
C (1.30, 1.32, -0.52)  -0.274
H (3.85, -1.31, 5.33)  0.187
H (-0.90, -0.21, -2.46)  0.208
C (3.72, -1.78, 4.36)  -0.092

Results
* LUMO: 0.32 eV
* HOMO: -10.8 eV
* molecular weight: 665.17 Da
* orbital gap: 11.066 eV
* SMILES: CCOC(=O)OC.O=C1OCCO1.O=C1OCCO1.O=C1OCCO1.ClCCCl.ClCCCl.ClCCCl
* spin multiplicity: 1



What is the formula in the fourth record? C4H6N4